This record from the OMol25 dataset describes C16H15NO9PS2 as an isolated structure in a non-equilibrium geometry. The level of theory is the ωB97M-V functional and the def2-TZVPD basis.

ORCA input file:
```
! wB97M-V def2-TZVPD RIJCOSX def2/J DEFGRID3
* xyz -1 1
C 0.23 -2.54 2.33
C -0.87 -2.34 1.23
O -1.15 -3.62 0.68
S -2.72 -3.74 0.16
O -2.88 -2.94 -1.10
O -2.92 -5.19 -0.14
N -3.70 -3.16 1.38
S -5.25 -3.79 1.30
O -5.32 -5.00 2.19
O -5.79 -4.08 -0.06
P -6.39 -2.26 2.36
O -7.93 -2.85 2.65
O -6.45 -0.88 1.41
H 0.14 -1.70 3.05
H 0.08 -3.50 2.84
H 1.24 -2.49 1.90
H -0.44 -1.62 0.50
H -1.72 -1.85 1.73
H -7.82 -3.41 3.42
H -6.14 -0.16 1.96
C 6.37 2.46 -2.17
C 6.39 1.51 -1.15
C 5.20 1.15 -0.52
C 4.00 1.73 -0.91
C 3.99 2.70 -1.92
C 5.18 3.05 -2.55
C 2.73 3.37 -2.31
O 2.72 4.21 -3.19
C 1.48 3.01 -1.60
C 0.29 3.66 -1.91
C -0.88 3.32 -1.26
C -0.89 2.31 -0.30
C 0.29 1.66 0.02
C 1.48 2.01 -0.62
C 2.74 1.32 -0.24
O 2.74 0.44 0.60
H 7.30 2.74 -2.66
H 7.32 1.06 -0.84
H 5.21 0.41 0.27
H 5.17 3.79 -3.34
H 0.29 4.45 -2.66
H -1.80 3.84 -1.51
H -1.81 2.04 0.20
H 0.29 0.88 0.77
*
```

Calculated values
Total energy: -67713.012 eV
Maximum force: 4.95 eV/Å
LUMO energy: 0.43 eV

---

This record from the OMol25 dataset describes a 9-piece molecular cluster, C26H31N9O4 overall in a non-equilibrium geometry. The level of theory is the ωB97M-V functional and the def2-TZVPD basis.

ORCA input file:
```
! wB97M-V def2-TZVPD RIJCOSX def2/J DEFGRID3
* xyz 0 1
O -0.98 -2.77 -4.84
N -1.24 -3.45 -3.87
O -2.08 -4.31 -3.85
C -0.46 -3.18 -2.66
C -0.74 -3.86 -1.49
C -0.04 -3.60 -0.33
C 1.00 -2.70 -0.38
C 1.32 -2.01 -1.55
C 0.61 -2.28 -2.71
H -1.51 -4.62 -1.51
H -0.31 -4.10 0.59
H 1.50 -2.44 0.55
H 2.08 -1.24 -1.62
H 0.78 -1.69 -3.60
O 2.16 1.46 -1.97
N 2.60 1.46 -0.85
O 1.90 1.45 0.14
C 4.05 1.33 -0.66
C 4.60 1.82 0.52
C 5.96 1.68 0.71
C 6.72 1.01 -0.25
C 6.14 0.44 -1.37
C 4.78 0.63 -1.61
H 3.94 2.31 1.22
H 6.41 2.07 1.61
H 7.80 0.95 -0.17
H 6.74 -0.10 -2.09
H 4.28 0.26 -2.49
C -1.12 1.30 -3.73
C -1.38 2.37 -2.74
N -1.54 3.17 -1.94
H -0.46 1.71 -4.49
H -2.06 0.89 -4.09
H -0.54 0.57 -3.18
C 0.08 -1.78 5.33
C -0.21 -2.39 4.03
N -0.42 -2.87 3.01
H -0.42 -2.31 6.14
H -0.28 -0.75 5.24
H 1.15 -1.75 5.52
C 1.94 3.31 4.89
C 1.15 2.31 4.21
N 0.54 1.52 3.65
H 2.90 2.84 5.12
H 1.48 3.53 5.84
H 2.08 4.19 4.27
C -4.14 -2.96 -1.27
C -4.11 -4.24 -0.56
N -4.10 -5.23 0.02
H -5.09 -2.47 -1.09
H -4.00 -3.06 -2.34
H -3.29 -2.34 -0.98
C -1.07 -0.33 1.15
C -1.70 -0.31 -0.15
N -2.22 -0.27 -1.17
H -1.73 -0.70 1.94
H -0.65 0.63 1.47
H -0.31 -1.11 1.14
C -4.83 1.98 -1.70
C -4.86 1.09 -2.86
N -4.89 0.42 -3.79
H -3.94 1.83 -1.08
H -5.59 1.67 -0.98
H -4.94 3.02 -2.01
C -1.85 3.45 1.57
C -1.09 4.13 2.64
N -0.50 4.65 3.48
H -1.26 2.56 1.34
H -1.91 4.05 0.66
H -2.82 3.20 1.98
*
```

Calculated values
Total energy: -49058.441 eV
SMILES: O=[N+]([O-])c1ccccc1.O=[N+]([O-])c1ccccc1.CC#N.CC#N.CC#N.CC#N.CC#N.CC#N.CC#N
Maximum force: 1.29 eV/Å
LUMO energy: -0.73 eV

---

no.,Kohn-Sham gap (eV),HOMO energy (eV)
1,5.80,-5.3742
2,9.22,-9.9442